DFT (ωB97M-V/def2-TZVPD) results for C3H8N3 as an isolated structure at a distorted geometry.

The geometry in XYZ format:
```
14
Properties=species:S:1:pos:R:3:forces:R:3
C -0.9515 -0.6689 1.0780 0.454 0.687 -0.383
C -0.2048 -0.3417 -1.4238 -0.782 0.354 -1.458
C -0.4543 0.4515 -0.1668 -0.026 -2.767 3.079
N -0.2365 -0.8022 2.0831 1.778 2.956 -2.975
N 0.9393 -0.1911 -1.8925 2.517 0.809 0.990
N 0.8887 0.9133 0.2860 -0.989 2.346 -2.677
H -1.8668 -1.2275 0.9660 -0.561 0.110 -0.689
H -0.8777 -0.8553 -2.1077 -0.825 -0.289 1.041
H -1.2650 1.1651 -0.2944 0.281 0.272 0.161
H -0.3465 -1.3365 2.8746 -1.065 -1.791 1.726
H 1.3137 -0.7151 -2.6745 -0.308 0.209 -0.215
H 1.1445 0.4590 1.1544 0.097 -0.221 0.499
H 0.9800 1.9614 0.3070 -0.264 -1.478 0.483
H 1.4424 0.5978 -0.9196 -0.308 -1.197 0.418
```
Positions in Å, forces in eV/Å.

ΔE to the lowest compared entry with this formula, charge and spin   275.5 kJ/mol
Charge   +1
E_HOMO   -14.345 eV
Spin multiplicity   1
Maximum force   0.0886 hartree/bohr

DFT (ωB97M-V/def2-TZVPD) results for an isolated ion of composition C2H6N2O and charge +1 at a distorted geometry.

The geometry in XYZ format:
```
11
Properties=species:S:1:pos:R:3:forces:R:3
O 0.7104 -1.2053 1.5385 1.097 -0.361 -0.587
C -0.2107 -0.4645 1.5813 -1.698 1.068 0.436
N -0.4870 0.5385 0.6111 0.852 -0.931 0.330
C 0.4010 0.6546 -0.5182 -1.338 0.718 -0.489
N 0.0102 -0.4059 -1.3855 1.832 0.413 0.233
H -0.9943 -0.4639 2.3523 0.119 -0.135 0.093
H -1.4813 0.6753 0.4492 0.176 0.365 -0.096
H 1.4833 0.6945 -0.3483 -0.077 -0.357 0.577
H 0.1719 1.6170 -1.0026 0.107 -0.118 -0.123
H 0.0566 -1.3104 -0.9302 -0.374 -0.440 -0.159
H 0.3399 -0.3299 -2.3477 -0.695 -0.224 -0.215
```
Positions in Å, forces in eV/Å.

⟨S²⟩   0.756
ΔE to the lowest compared entry with this formula, charge and spin   76.4 kJ/mol
Charge   +1
E_HOMO (spin up / spin down)   -15.773 / -15.555 eV
Spin multiplicity   2
Maximum force   0.0399 hartree/bohr

DFT (ωB97M-V/def2-TZVPD) results for C42H40IrN3O8S as an isolated structure.

The geometry in XYZ format:
```
95
Properties=species:S:1:pos:R:3:forces:R:3
Ir -1.1532 -0.1297 1.3728 -0.081 0.250 -0.429
C 1.9769 -3.0824 -1.7035 0.038 0.023 0.020
C 1.6503 -1.6278 -1.9373 -0.040 -0.024 -0.023
C 2.1428 -1.1112 -3.2692 0.004 0.005 -0.009
O 2.2573 -0.8083 -0.8965 -0.032 0.054 0.063
C 1.3966 -0.5524 0.1129 0.265 -0.192 0.011
C -0.3896 -0.3441 -1.7787 0.036 -0.055 -0.022
O 0.2282 -1.5430 -1.8023 -0.014 -0.024 0.075
C -1.9741 -0.4088 -1.5401 0.063 0.036 -0.046
O -2.3152 0.2392 -0.3931 -0.098 -0.173 0.183
C -2.5258 0.3652 -2.7597 0.033 0.018 0.018
C -3.1311 1.5999 -2.5782 -0.032 -0.005 0.000
C -3.5829 2.3266 -3.6734 0.007 -0.010 -0.009
C -3.4249 1.8283 -4.9579 -0.006 0.011 0.009
C -2.8212 0.5913 -5.1439 0.005 -0.017 -0.001
C -2.3779 -0.1364 -4.0500 0.000 0.036 -0.001
C -2.5889 -1.8275 -1.5828 -0.106 0.049 0.100
C -3.8224 -1.9141 -0.9338 0.030 -0.047 0.033
C -4.5404 -3.0957 -0.9077 0.009 -0.032 -0.018
C -4.0447 -4.2298 -1.5395 -0.035 0.031 0.020
C -2.8440 -4.1457 -2.2189 0.053 0.013 -0.016
C -2.1265 -2.9535 -2.2512 -0.001 -0.014 -0.067
C 1.8593 0.0931 1.4409 0.000 0.009 -0.062
O 0.7353 0.4952 2.1256 -0.092 -0.189 0.263
C 2.6307 -0.9627 2.2602 0.014 0.022 -0.005
C 2.5794 -2.3314 2.0417 -0.019 -0.006 0.005
C 3.2248 -3.2146 2.9005 -0.008 0.004 -0.010
C 3.9231 -2.7380 3.9955 -0.002 0.012 0.006
C 3.9678 -1.3689 4.2321 0.005 -0.007 0.001
C 3.3296 -0.4938 3.3717 0.004 0.009 -0.006
C 2.7851 1.2871 1.1595 0.042 -0.001 0.004
C 2.4012 2.5595 1.5593 0.054 0.028 0.066
C 3.1947 3.6604 1.2622 0.026 -0.028 0.031
C 4.3837 3.4971 0.5654 0.011 -0.011 0.008
C 4.7896 2.2205 0.1944 -0.002 -0.002 0.009
C 4.0002 1.1216 0.4990 0.018 0.003 0.027
H 3.0574 -3.2106 -1.6586 -0.002 -0.004 -0.001
H 1.5727 -3.6860 -2.5153 -0.004 0.004 0.002
H 1.5309 -3.4201 -0.7700 -0.020 -0.003 0.022
H 3.2317 -1.0807 -3.2588 0.000 -0.004 -0.006
H 1.7703 -0.1123 -3.4907 0.008 -0.003 0.006
H 1.8146 -1.7838 -4.0600 0.004 0.002 -0.004
H 0.7088 -1.3599 0.3423 -0.030 0.014 -0.020
H -0.1237 0.3216 -2.6015 0.026 -0.020 -0.008
H -3.2598 1.9635 -1.5676 0.003 -0.004 -0.002
H -4.0643 3.2847 -3.5212 0.000 0.000 0.001
H -3.7785 2.3943 -5.8099 0.001 0.000 0.000
H -2.7073 0.1877 -6.1421 0.001 0.000 -0.001
H -1.9338 -1.1148 -4.1996 -0.003 0.014 -0.022
H -4.1978 -1.0326 -0.4312 0.026 0.018 -0.015
H -5.4927 -3.1333 -0.3922 0.002 -0.008 0.000
H -4.5956 -5.1609 -1.5104 0.001 -0.002 -0.001
H -2.4482 -5.0138 -2.7316 -0.005 -0.004 0.000
H -1.2009 -2.9365 -2.8054 0.006 0.003 0.011
H 2.0033 -2.7470 1.2293 -0.026 -0.006 -0.046
H 3.1612 -4.2794 2.7156 0.001 0.002 -0.003
H 4.4206 -3.4252 4.6675 0.001 0.001 0.000
H 4.5000 -0.9830 5.0923 0.000 0.000 0.000
H 3.3594 0.5710 3.5669 0.004 -0.001 0.003
H 1.4704 2.6608 2.1027 0.024 -0.011 0.012
H 2.8859 4.6487 1.5815 -0.002 0.009 0.002
H 5.0004 4.3550 0.3298 0.004 0.003 0.000
H 5.7303 2.0803 -0.3235 0.003 0.002 0.001
H 4.3334 0.1277 0.2268 -0.004 -0.003 0.001
O -1.5997 1.8997 1.4788 -0.022 -0.036 -0.013
C -1.2921 2.7758 0.6977 0.021 0.034 0.011
C -0.1912 2.8208 -0.2943 -0.069 0.023 -0.037
C 0.1522 4.1275 -0.6388 -0.023 0.050 -0.019
C 1.2537 4.3881 -1.4215 -0.023 -0.014 0.021
C 2.0525 3.3783 -1.9131 -0.013 -0.007 -0.012
C 1.7016 2.0729 -1.6211 0.000 -0.006 -0.072
C 0.6041 1.7980 -0.8241 -0.008 -0.017 -0.047
O 0.3002 0.4492 -0.5723 -0.170 0.100 0.021
N 1.6033 5.7907 -1.7171 -0.095 -0.056 -0.120
O 2.5852 5.9841 -2.4014 0.048 0.013 0.040
O 0.8778 6.6537 -1.2706 0.027 0.022 0.054
H -1.8317 3.7296 0.7740 0.020 0.013 0.000
H -0.4310 4.9577 -0.2642 0.001 -0.003 0.002
H 2.9253 3.6105 -2.5044 -0.003 -0.005 0.002
H 2.3206 1.2615 -1.9666 -0.014 0.016 -0.002
C -0.6522 -0.9361 4.5342 0.005 0.014 0.022
N -1.9531 -1.3275 4.0427 0.072 -0.046 -0.038
C -3.1003 -0.6303 4.5900 -0.028 -0.033 0.043
C -4.2360 -1.1764 3.7314 -0.040 -0.077 0.020
N -3.5459 -1.3861 2.4780 -0.027 0.359 -0.101
C -2.1528 -1.4061 2.6397 0.059 0.165 0.120
S -1.1442 -2.4486 1.6096 0.097 -0.131 -0.110
H -0.6045 -1.1417 5.6051 0.000 -0.003 0.002
H -0.4317 0.1244 4.3575 -0.008 -0.015 0.004
H 0.1130 -1.5238 4.0272 -0.002 0.008 0.004
H -3.0099 0.4613 4.4688 0.007 -0.001 -0.018
H -3.2196 -0.8559 5.6501 -0.007 0.020 0.003
H -5.0549 -0.4611 3.6336 -0.006 -0.018 -0.005
H -4.6321 -2.1070 4.1563 0.024 -0.011 0.007
H -3.9492 -1.8638 1.6938 0.013 -0.139 0.057
```
Positions in Å, forces in eV/Å.

ΔE to the lowest compared entry with this formula, charge and spin   437.8 kJ/mol
E_HOMO   -6.266 eV
Spin multiplicity   1
Maximum force   0.0098 hartree/bohr